Here is a structure of composition C3H2CuO3 in a non-equilibrium geometry from OMol25. Energies are from ωB97M-V/def2-TZVPD.

Structure (XYZ):
```
9
Properties=species:S:1:pos:R:3:forces:R:3
C -1.598 0.476 -0.709 -1.042 -2.002 0.485
C -0.644 1.157 -0.214 3.299 -3.600 -0.667
O 0.570 1.045 0.016 -1.219 2.915 0.470
C 1.238 -0.920 -0.115 -3.890 -4.175 2.569
O 0.427 -1.633 -0.682 2.754 2.985 -0.367
O 1.770 -0.795 0.940 1.771 0.698 -1.258
H -2.672 0.528 -0.574 0.248 0.014 -0.623
Cu 1.791 0.993 2.157 -0.235 -0.237 -0.727
H -0.882 -0.851 -0.818 -1.686 3.401 0.118
```
Forces are in eV/Å.

2S+1 = 1
DFT total energy = -1981.25464 a.u.
M = 149.592 g/mol
Kohn-Sham gap = 0.2847 hartree
total charge = +1
relative energy (zero: lowest compared OMol25 entry of this formula, charge and spin) = 389.92 kJ/mol

Atom charges from the Löwdin analysis, given in e for atoms 1 to 4:
1. C 0.07
2. C -0.19
3. O -0.05
4. C -0.27

=====

Here is a structure of composition C22H24BCoFN10O4 from OMol25. Energies are from ωB97M-V/def2-TZVPD.

Structure (XYZ):
```
63
Properties=species:S:1:pos:R:3:forces:R:3
Co 0.066 0.031 0.648 0.342 -0.352 -0.480
C -2.859 0.032 -1.189 -0.017 0.015 0.007
C -2.410 -1.168 -0.428 0.037 -0.015 -0.009
C -3.029 -2.407 -0.323 -0.017 -0.021 0.001
C -2.194 -3.182 0.465 0.016 0.015 -0.003
N -1.137 -2.446 0.809 -0.010 -0.014 -0.018
N -1.250 -1.221 0.261 -0.227 0.191 0.041
B 0.119 -2.808 1.642 0.014 0.096 0.087
N 1.329 -2.473 0.734 -0.127 -0.113 -0.069
C 2.345 -3.188 0.256 0.088 0.036 -0.021
C 3.099 -2.376 -0.574 -0.006 0.003 0.052
C 2.480 -1.134 -0.568 0.013 -0.043 -0.042
C 2.889 0.058 -1.366 -0.050 0.005 0.011
N 1.396 -1.212 0.238 -0.054 -0.025 0.135
N 0.199 -1.742 2.780 -0.105 0.016 -0.108
C 0.489 -1.809 4.080 0.047 -0.050 0.011
C 0.474 -0.534 4.613 -0.042 -0.025 -0.002
C 0.181 0.313 3.553 0.035 0.024 0.016
C 0.048 1.795 3.601 -0.006 0.001 0.020
N 0.012 -0.438 2.448 0.192 0.162 0.109
N 0.054 -4.218 2.096 0.191 -0.024 -0.006
C -0.439 -4.812 3.219 -0.137 0.012 -0.008
C -0.425 -6.162 3.017 -0.020 0.018 -0.032
C 0.084 -6.333 1.708 -0.011 0.009 0.007
C 0.301 -7.610 0.965 0.004 -0.005 0.011
N 0.358 -5.165 1.157 0.042 -0.043 0.053
H -3.889 -0.109 -1.506 0.003 -0.002 -0.009
H -2.254 0.174 -2.086 0.009 0.004 0.007
H -2.805 0.933 -0.581 -0.007 -0.013 -0.002
H -3.961 -2.702 -0.772 -0.002 0.004 0.003
H -2.273 -4.207 0.791 -0.004 -0.008 -0.001
H 2.446 -4.226 0.522 -0.015 0.004 -0.008
H 3.983 -2.644 -1.125 0.001 -0.006 0.004
H 3.798 -0.188 -1.909 -0.015 0.006 -0.021
H 3.090 0.925 -0.743 0.007 0.008 0.042
H 2.127 0.316 -2.105 -0.007 0.030 0.016
H 0.699 -2.753 4.551 -0.027 -0.029 -0.002
H 0.640 -0.253 5.638 0.000 0.007 -0.003
H -0.334 2.088 4.577 0.029 0.000 0.003
H -0.654 2.156 2.854 -0.031 0.001 0.016
H 1.016 2.280 3.468 -0.011 -0.002 -0.037
H -0.808 -4.249 4.059 0.030 0.040 0.017
H -0.739 -6.926 3.707 0.001 -0.003 -0.002
H 0.206 -8.463 1.633 0.003 0.000 -0.001
H 1.292 -7.633 0.514 -0.006 0.002 -0.011
H -0.433 -7.722 0.167 0.001 -0.004 -0.002
F -3.258 5.562 -1.656 -0.002 -0.007 0.005
C -2.542 5.448 -0.598 -0.012 -0.001 -0.007
C -1.343 4.739 -0.649 0.039 0.035 0.012
N -0.596 4.628 0.431 -0.032 -0.024 -0.012
C 0.636 3.834 0.414 0.015 0.045 -0.117
C 0.339 2.349 0.517 0.066 0.059 0.155
O 1.297 1.556 0.696 -0.065 0.111 0.140
O -0.835 1.904 0.431 -0.141 -0.095 0.032
C -0.993 5.176 1.731 -0.023 -0.054 -0.006
O -0.309 4.964 2.680 0.015 0.016 -0.008
N -2.156 5.892 1.719 0.007 -0.008 0.011
C -3.036 6.075 0.652 -0.030 0.022 0.001
O -4.072 6.658 0.724 0.021 0.013 -0.002
H -1.010 4.284 -1.575 0.004 -0.008 0.005
H 1.260 4.136 1.251 -0.010 -0.004 0.015
H 1.174 4.034 -0.514 0.002 -0.011 0.008
H -2.433 6.295 2.610 -0.007 -0.004 0.000
```
Forces are in eV/Å.

2S+1 = 2
<S²> = 0.765
DFT total energy = -3208.32639 a.u.
M = 581.243 g/mol
Kohn-Sham gap (alpha / beta) = 0.2235 / 0.1303 hartree
total charge = +2

Atom charges from the Löwdin analysis, given in e for atoms 1 to 4:
1. Co 0.79
2. C -0.01
3. C -0.27
4. C 0.03

=====

Here is an isolated molecule of CH2P2S3 in a non-equilibrium geometry from OMol25. Energies are from ωB97M-V/def2-TZVPD.

Structure (XYZ):
```
8
Properties=species:S:1:pos:R:3:forces:R:3
C 0.910 0.039 0.058 -0.990 2.690 0.827
P 0.365 1.499 -1.048 -0.505 -0.653 1.888
P -0.305 -1.386 0.497 0.242 0.256 0.566
S -0.847 -2.584 -0.942 0.168 0.508 -0.231
S -1.354 1.967 -0.060 0.747 -1.418 -0.814
S -1.849 0.171 0.893 -0.023 0.864 0.219
H 1.765 -0.332 -0.408 1.553 -0.951 -0.890
H 1.316 0.627 1.010 -1.193 -1.297 -1.565
```
Forces are in eV/Å.

2S+1 = 1
DFT total energy = -1916.53170 a.u.
M = 172.176 g/mol
Kohn-Sham gap (alpha / beta) = 0.1771 / 0.1771 hartree
relative energy (zero: lowest compared OMol25 entry of this formula, charge and spin) = 213.87 kJ/mol

Atom charges from the Löwdin analysis, given in e for atoms 1 to 4:
1. C -0.80
2. P 0.60
3. P -0.01
4. S -0.02

=====

Here is an isolated molecule of C2H7N5 in a non-equilibrium geometry from OMol25. Energies are from ωB97M-V/def2-TZVPD.

Structure (XYZ):
```
14
Properties=species:S:1:pos:R:3:forces:R:3
C 2.133 1.225 0.460 0.259 1.994 1.601
C -1.713 0.590 -0.054 0.608 -3.887 2.870
N 2.256 0.210 -0.245 -0.753 -3.314 -1.531
N 1.396 -0.917 -0.300 2.456 -0.248 0.390
N -0.284 0.455 0.112 -0.933 0.299 -0.153
N 0.172 -0.713 -0.088 -0.503 1.451 0.012
N -0.661 -1.824 -0.163 1.925 0.895 2.304
H 3.015 1.834 0.309 0.036 0.631 0.265
H 1.417 1.565 1.235 0.277 -0.634 -0.765
H -1.879 1.522 -0.425 -0.983 2.526 -0.743
H -2.085 -0.209 -0.692 -0.719 0.900 -0.701
H -2.170 0.314 0.954 -0.048 1.027 -1.100
H -0.140 -2.568 -0.528 0.538 -1.180 -0.987
H -1.457 -1.483 -0.574 -2.159 -0.459 -1.461
```
Forces are in eV/Å.

2S+1 = 1
DFT total energy = -353.97469 a.u.
M = 101.113 g/mol
Kohn-Sham gap = 0.3335 hartree
relative energy (zero: lowest compared OMol25 entry of this formula, charge and spin) = 568.95 kJ/mol

Atom charges from the Löwdin analysis, given in e for atoms 1 to 4:
1. C -0.11
2. C -0.09
3. N -0.05
4. N 0.00